# 1
Computed, not measured: C20H16AuNO5P as an isolated structure, with ωB97M-V/def2-TZVPD.

```
44
C20H16AuNO5P ωB97M-V/def2-TZVPD
Au -0.58 -0.07 0.15
N -0.07 0.73 1.89
C 1.22 1.12 2.30
C 1.37 1.42 3.66
C 2.57 1.85 4.18
C 3.68 1.99 3.34
C 3.55 1.68 2.00
C 2.34 1.24 1.46
P 2.25 0.73 -0.30
C 2.68 2.28 -1.18
C 3.96 2.79 -1.35
C 4.15 4.00 -2.01
C 3.07 4.71 -2.50
C 1.78 4.20 -2.34
C 1.59 2.99 -1.69
C 3.76 -0.29 -0.45
C 4.14 -1.15 0.58
C 5.20 -2.03 0.41
C 5.88 -2.09 -0.79
C 5.50 -1.26 -1.83
C 4.44 -0.37 -1.67
H -0.32 -0.72 2.14
H -0.73 1.47 2.14
H 0.51 1.30 4.31
H 2.66 2.07 5.24
H 4.63 2.33 3.73
H 4.41 1.75 1.36
H 4.82 2.24 -0.98
H 5.16 4.39 -2.14
H 3.22 5.65 -3.02
H 0.93 4.75 -2.72
H 0.58 2.60 -1.57
H 3.60 -1.14 1.52
H 5.47 -2.69 1.23
H 6.70 -2.78 -0.92
H 6.01 -1.30 -2.78
H 4.14 0.26 -2.50
O -2.46 -0.89 -3.27
C -1.96 -0.43 -2.27
O -1.20 -1.12 -1.45
C -2.18 1.07 -1.90
O -2.91 1.77 -2.55
O -1.49 1.48 -0.86
O -0.17 -1.47 1.47
```

Computed properties:
charge = -1
Kohn-Sham gap = 0.2977 Ha
electronic energy = -45708.8918 eV
LUMO level = 2.7 eV
relative energy (zero: lowest compared OMol25 entry of this formula, charge and spin) = 1.1076 eV



# 2
Computed, not measured: C20H16BrN3O3SeV as an isolated structure, with ωB97M-V/def2-TZVPD.

```
45
C20H16BrN3O3SeV ωB97M-V/def2-TZVPD
V 0.18 0.27 -0.65
O -3.03 2.19 1.51
C -2.33 2.55 2.61
C -3.04 3.21 3.61
C -2.40 3.62 4.76
C -1.04 3.38 4.95
C -0.34 2.73 3.97
C -0.96 2.30 2.78
C -0.14 1.62 1.79
O -0.75 1.13 0.70
N 1.14 1.48 1.89
N 1.59 0.78 0.76
C 2.84 0.48 0.78
C 3.50 -0.26 -0.27
C 4.90 -0.35 -0.31
C 5.52 -1.04 -1.33
C 4.76 -1.67 -2.31
C 3.37 -1.61 -2.28
C 2.76 -0.92 -1.26
O 1.41 -0.85 -1.19
H -2.45 1.73 0.89
H -4.09 3.39 3.45
H -2.98 4.13 5.52
H -0.55 3.70 5.86
H 0.72 2.53 4.09
H 3.42 0.82 1.63
H 5.48 0.14 0.46
H 6.60 -1.10 -1.37
H 5.25 -2.21 -3.11
H 2.77 -2.11 -3.03
C -2.90 -2.23 -4.41
C -2.47 -2.19 -2.98
C -2.64 -3.27 -2.12
C -2.23 -3.20 -0.80
C -1.66 -2.02 -0.36
Br -1.14 -1.89 1.45
N -1.45 -0.97 -1.17
C -1.86 -1.07 -2.45
H -3.67 -2.98 -4.56
H -2.06 -2.47 -5.07
H -3.31 -1.27 -4.73
H -3.10 -4.18 -2.48
H -2.35 -4.02 -0.11
H -1.68 -0.19 -3.06
Se 0.39 1.91 -2.07
```

Computed properties:
charge = +1
Kohn-Sham gap (spin up / spin down) = 0.2198 / 0.2195 Ha
electronic energy = -192684.4003 eV
LUMO level (spin up / spin down) = -4.9 / -4.9 eV
relative energy (zero: lowest compared OMol25 entry of this formula, charge and spin) = 0.4759 eV